The following is a DFT calculation (wB97M-V/def2-TZVPD) of 2 unconnected molecules or ions with the total composition C3H4N2O.

```
10
Properties=species:S:1:pos:R:3:forces:R:3:mulliken_charge:R:1
N -0.1025 1.2132 -1.1570 0.1 -0.2 -0.1 -0.59
C 0.6711 0.2933 -0.6150 -0.3 0.2 0.0 0.77
C 0.2712 -1.0502 -0.2453 0.0 -0.1 0.0 -0.60
C -0.1509 -0.7410 1.0133 -0.1 0.0 0.0 -0.21
N 0.1332 0.5772 1.3749 -0.2 -0.2 0.1 -0.54
O 1.2511 0.8601 0.4695 0.2 0.1 -0.1 -0.27
H -0.5531 1.2672 0.1652 0.1 -0.1 0.0 0.43
H -0.7728 0.8075 -1.8096 0.1 0.0 0.1 0.26
H 0.0337 -1.8986 -0.8679 0.0 0.1 0.1 0.38
H -0.7810 -1.3288 1.6718 0.1 0.1 -0.1 0.36
```
Positions in Å, forces in eV/Å.

Output
HOMO (alpha / beta)   -9.1 / -9.1 eV
Molar mass   84.08 g mol⁻¹
Energy above the lowest of the compared OMol25 structures with the same formula, charge and spin   148.45 kcal/mol
DFT total energy   -301.2507 a.u.

***

The following is a DFT calculation (wB97M-V/def2-TZVPD) of C3H4N2O in the gas phase in a non-equilibrium geometry.

```
10
Properties=species:S:1:pos:R:3:forces:R:3:mulliken_charge:R:1
C 0.8648 -0.3781 -0.0632 2.7 -0.1 0.2 0.22
N -1.3385 0.8555 0.0960 0.7 -0.4 -0.1 -0.39
C 0.4628 -1.6199 0.0731 -1.0 -0.5 -0.1 -0.71
O -0.1570 1.6175 -0.2945 2.1 3.7 -0.6 -0.27
C 1.1362 1.0994 -0.2541 -8.3 -2.5 0.8 0.59
N 2.0770 0.2537 -0.0377 3.3 -0.4 -0.2 -0.53
H -1.9774 1.0878 -0.6653 0.2 0.0 0.0 0.26
H -1.6605 1.3794 0.9108 0.1 0.0 -0.1 0.27
H -0.5904 -1.8701 0.0801 0.1 0.0 -0.1 0.28
H 1.1830 -2.4252 0.1548 0.1 0.1 0.2 0.27
```
Positions in Å, forces in eV/Å.

Output
HOMO   -8.6 eV
Molar mass   84.08 g mol⁻¹
Energy above the lowest of the compared OMol25 structures with the same formula, charge and spin   199.39 kcal/mol
DFT total energy   -301.1695 a.u.
SMILES string   C=C1N=C1ON

***

The following is a DFT calculation (wB97M-V/def2-TZVPD) of C3H4N2O in the gas phase in a non-equilibrium geometry.

```
10
Properties=species:S:1:pos:R:3:forces:R:3:mulliken_charge:R:1
N 1.0621 1.5681 0.0581 0.0 -0.2 0.0 -0.49
C 0.3214 0.4276 -0.1526 0.1 -0.2 -0.3 0.56
N -0.0397 0.1038 -1.3667 0.0 0.5 0.2 -0.44
O -0.8567 -1.0331 -1.2314 -0.6 0.1 -0.1 -0.14
C -0.9758 -1.2786 0.0568 -0.6 0.2 -0.6 -0.12
C -0.2150 -0.4788 0.8835 0.2 -0.8 -0.6 -0.53
H 0.9423 1.9996 0.9625 0.0 -0.2 -0.1 0.26
H 1.0508 2.2324 -0.7077 0.0 -0.3 0.2 0.26
H -1.6353 -2.0790 0.3675 0.2 -0.3 -0.3 0.48
H 0.2845 -1.5344 0.9508 0.7 1.2 1.6 0.16
```
Positions in Å, forces in eV/Å.

Output
HOMO   -9.3 eV
Molar mass   84.08 g mol⁻¹
Energy above the lowest of the compared OMol25 structures with the same formula, charge and spin   97.06 kcal/mol
DFT total energy   -301.3326 a.u.
SMILES string   Nc1ccon1

***

The following is a DFT calculation (wB97M-V/def2-TZVPD) of C3H4N2O2 in the gas phase.

```
11
Properties=species:S:1:pos:R:3:forces:R:3:mulliken_charge:R:1
N -1.7737 0.0096 -0.3163 -0.4 -0.4 0.0 -0.51
C -0.5625 0.0263 0.4103 0.3 0.5 -0.6 0.20
C 0.0597 1.2079 0.3421 -0.1 0.1 -0.1 -0.18
O 1.3782 1.0866 0.0642 0.5 0.0 0.5 -0.32
C 1.6457 -0.2742 -0.0579 0.5 -0.2 0.1 0.43
O 2.7161 -0.6938 -0.3957 -0.3 0.1 0.4 -0.54
N 0.4828 -0.9416 0.2570 0.1 0.1 -0.2 -0.14
H -1.5148 -0.2384 -1.2676 -0.6 0.1 0.1 0.22
H -2.5785 -0.4989 -0.0031 0.1 -0.5 0.3 0.23
H -0.4114 2.1752 0.2866 0.2 0.0 -0.2 0.38
H 0.5582 -1.8587 0.6803 -0.2 0.2 -0.3 0.24
```
Positions in Å, forces in eV/Å.

Output
HOMO   -8.8 eV
Molar mass   100.08 g mol⁻¹
Energy above the lowest of the compared OMol25 structures with the same formula, charge and spin   52.67 kcal/mol
DFT total energy   -376.6799 a.u.
SMILES string   Nc1coc(=O)[nH]1

***

The following is a DFT calculation (wB97M-V/def2-TZVPD) of a molecular structure, C3H4N2O2 in a non-equilibrium geometry.

```
11
Properties=species:S:1:pos:R:3:forces:R:3:mulliken_charge:R:1
C 0.6456 0.7045 -1.5997 -0.9 0.0 -0.2 0.32
C 0.9521 -0.2917 -0.6139 -1.4 -1.2 0.9 -0.51
C -0.6519 -0.5191 0.4283 3.9 -5.2 -4.6 -0.50
N 0.2726 1.4257 -2.4074 0.1 0.4 -0.3 -0.39
N -0.6772 0.4248 1.4846 -1.3 1.8 -0.7 0.95
O -0.0341 1.4458 1.3226 0.1 -0.3 0.7 -0.51
O -1.4805 0.1995 2.3573 0.1 -0.1 0.8 -0.53
H 1.8396 0.1625 -0.0739 -1.1 -1.4 0.0 0.29
H 1.1098 -1.2847 -1.2288 0.0 1.8 1.8 0.30
H -1.3716 -0.6159 -0.4685 0.5 1.4 2.1 0.31
H -0.6043 -1.6514 0.7993 0.0 2.8 -0.3 0.27
```
Positions in Å, forces in eV/Å.

Output
HOMO   -11.1 eV
Molar mass   100.08 g mol⁻¹
Energy above the lowest of the compared OMol25 structures with the same formula, charge and spin   153.15 kcal/mol
DFT total energy   -376.5197 a.u.

***

The following is a DFT calculation (wB97M-V/def2-TZVPD) of C3H4N2O2 in the gas phase in a non-equilibrium geometry.

```
11
Properties=species:S:1:pos:R:3:forces:R:3:mulliken_charge:R:1
C 0.9903 0.7755 0.1179 2.3 -2.8 -0.5 -0.03
C 1.5377 -0.4054 -0.3554 3.1 2.6 3.0 -0.34
C -0.4587 -1.0568 0.0859 -0.2 2.1 1.2 0.68
H -1.8159 1.5687 0.1338 1.1 -0.7 -0.2 0.34
H 1.4454 1.8247 0.3388 -1.2 -2.3 -0.7 0.32
H 2.6401 -0.5019 -0.2309 -0.9 -0.7 -1.0 0.29
H -2.2052 -0.6078 -0.1524 1.1 -2.7 0.7 0.29
N -0.2524 0.2969 0.5059 -2.2 4.1 -0.8 -0.07
N -1.5927 -1.5274 -0.0583 -2.0 1.0 -1.2 -0.67
O -1.0612 1.1666 -0.3753 -2.1 0.2 1.1 -0.51
O 0.7725 -1.5330 -0.0098 0.9 -0.9 -1.3 -0.29
```
Positions in Å, forces in eV/Å.

Output
HOMO   -9.0 eV
Molar mass   100.08 g mol⁻¹
Energy above the lowest of the compared OMol25 structures with the same formula, charge and spin   136.94 kcal/mol
DFT total energy   -376.5456 a.u.
SMILES string   [H]/N=c1/occn1O

***

The following is a DFT calculation (wB97M-V/def2-TZVPD) of a molecular structure, C3H4N2O2 in a non-equilibrium geometry.

```
11
Properties=species:S:1:pos:R:3:forces:R:3:mulliken_charge:R:1
C 2.1404 -0.9640 -0.7324 1.3 -2.7 0.5 -0.59
C -0.0022 0.1832 -0.1893 5.1 2.7 -8.4 0.67
C -1.7600 0.7748 0.4644 -1.3 1.2 2.7 0.08
H 1.8332 -2.0733 -0.5241 0.2 2.0 0.5 0.26
H 2.6815 -1.2214 -1.7469 -0.5 1.5 2.1 0.24
H 2.8147 -0.5381 0.2162 -1.8 -0.9 -2.9 0.26
H -2.8678 1.1351 0.7953 3.0 -0.5 -1.5 0.29
N -0.8577 1.1560 -0.5123 -0.7 -2.9 0.6 -0.49
N -1.2639 -0.0333 1.3721 -1.8 -0.6 1.3 -0.31
O 1.0006 -0.2080 -1.1085 -1.5 1.8 1.1 -0.33
O 0.0144 -0.4326 0.8566 -2.1 -1.5 4.0 -0.07
```
Positions in Å, forces in eV/Å.

Output
HOMO   -10.1 eV
Molar mass   100.08 g mol⁻¹
Energy above the lowest of the compared OMol25 structures with the same formula, charge and spin   117.98 kcal/mol
DFT total energy   -376.5758 a.u.

***

The following is a DFT calculation (wB97M-V/def2-TZVPD) of C3H4N2O2 in the gas phase in a non-equilibrium geometry.

```
11
Properties=species:S:1:pos:R:3:forces:R:3:mulliken_charge:R:1
C -1.2088 0.3766 0.7174 -0.9 -0.8 0.9 -0.08
C 1.3320 -0.0971 -0.3817 -0.3 -0.6 -0.4 0.64
N -1.8781 -0.6365 0.3247 -0.1 0.1 -0.5 -0.22
C -0.4090 1.3367 0.1682 1.2 0.1 -0.1 0.00
O 2.5879 -0.2876 0.0556 0.4 0.1 0.1 -0.45
N 0.8617 1.1319 -0.0555 0.1 1.0 -0.2 -0.47
O 0.7537 -0.9285 -1.0666 0.1 -0.1 0.1 -0.62
H 2.9359 -1.1039 -0.3337 -0.3 0.1 0.0 0.35
H -2.0088 -0.8722 -0.6632 0.2 0.0 0.2 0.24
H -2.2548 -1.2967 0.9969 0.0 0.2 -0.1 0.26
H -0.7116 2.3774 0.2380 -0.3 0.0 -0.1 0.35
```
Positions in Å, forces in eV/Å.

Output
HOMO   -8.6 eV
Molar mass   100.08 g mol⁻¹
Energy above the lowest of the compared OMol25 structures with the same formula, charge and spin   77.14 kcal/mol
DFT total energy   -376.6409 a.u.